Entry 1:
This record from the Open Molecules 2025 dataset describes a cluster of 2 separate species, C3H9O2 in total. The level of theory is ωB97M-V/def2-TZVPD.

Structure (XYZ):
```
14
Properties=species:S:1:pos:R:3:forces:R:3
C 0.078 0.989 -0.343 0.284 -0.643 -0.286
O 1.035 -0.004 -0.416 -0.149 0.151 0.050
C 0.672 2.330 0.070 0.165 -0.379 0.097
H -0.730 0.738 0.380 0.001 0.067 0.050
H -0.447 1.082 -1.320 -0.040 0.307 0.090
H -0.131 3.062 0.192 0.201 0.276 0.014
H 1.437 2.655 -0.639 -0.236 0.141 -0.220
H 1.219 2.181 1.007 -0.240 0.103 0.146
C -0.710 -2.394 0.391 0.262 -0.090 -0.258
O -0.347 -1.967 -0.879 0.136 0.154 0.054
H -0.256 -1.775 1.178 -0.012 0.048 0.024
H -1.801 -2.375 0.543 -0.089 -0.031 0.032
H -0.370 -3.431 0.568 -0.114 -0.041 0.133
H 0.352 -1.093 -0.733 -0.168 -0.061 0.074
```
Forces are in eV/Å.

Summary:
charge: -1
ΔE to the lowest compared entry with this formula, charge and spin: 40.5 kJ/mol
2S+1: 1
highest occupied orbital energy: -3.461 eV
DFT total energy: -270.1703 Ha

Population analysis type Löwdin, resulting atomic charges in e: -0.498 -0.294 -0.141 0.087 0.092 0.049 0.053 0.056 -0.292 -0.260 0.060 0.048 0.047 -0.008

Entry 2:
This record from the Open Molecules 2025 dataset describes a structure of composition C15H12MoN4O5S in a non-equilibrium geometry. The level of theory is ωB97M-V/def2-TZVPD.

Structure (XYZ):
```
38
Properties=species:S:1:pos:R:3:forces:R:3
Mo -0.388 1.045 -0.928 -1.826 0.124 -1.299
N -4.429 2.209 -0.278 -0.110 0.179 -0.025
C -3.339 1.488 -0.508 0.476 -0.534 -0.269
S -2.461 1.732 -2.035 0.692 -0.127 0.282
N -2.957 0.568 0.341 -0.793 0.409 0.690
N -1.839 -0.085 -0.062 0.770 -0.443 -0.267
C -1.834 -1.394 0.027 -0.266 0.378 0.002
C -0.991 -2.269 -0.721 0.478 -0.084 -0.398
C -1.129 -3.663 -0.616 -0.106 0.165 0.144
C -0.494 -4.494 -1.513 0.020 -0.086 -0.014
C 0.284 -3.962 -2.542 -0.076 0.035 0.079
C 0.448 -2.593 -2.673 0.152 0.333 -0.075
C -0.164 -1.758 -1.756 -0.573 -0.653 0.805
O -0.029 -0.423 -1.778 1.975 -3.893 -2.960
H -4.776 2.845 -0.975 -0.001 0.050 0.009
H -5.006 2.011 0.524 -0.012 -0.067 0.015
H -2.653 -1.824 0.597 -0.041 0.043 0.010
H -1.748 -4.072 0.172 -0.037 -0.029 -0.050
H -0.620 -5.564 -1.428 0.042 0.001 -0.004
H 0.766 -4.623 -3.250 -0.020 -0.004 -0.012
H 1.039 -2.159 -3.469 0.024 -0.036 0.010
O 3.778 -0.988 -0.050 0.131 -0.236 0.557
C 2.917 -0.042 -0.341 0.102 0.287 -0.707
O 2.603 0.320 -1.447 -0.273 -0.132 0.078
C 2.414 0.707 0.855 -0.457 0.048 -0.047
C 3.167 0.831 2.008 0.011 0.255 0.270
C 2.775 1.754 2.971 0.375 -0.340 -0.071
C 1.672 2.545 2.728 -0.617 0.281 -0.306
C 0.933 2.328 1.569 1.216 -0.756 0.501
N 1.267 1.379 0.659 0.469 0.137 0.429
C -0.253 3.032 1.136 -1.073 0.044 -0.763
O -0.823 4.066 1.660 0.224 -0.023 0.162
O -0.766 2.538 0.108 -0.767 4.640 3.373
H 4.183 -1.374 -0.841 -0.052 0.057 -0.205
H 4.071 0.250 2.126 -0.034 -0.042 -0.019
H 3.352 1.873 3.878 -0.007 0.031 0.003
H 1.380 3.310 3.436 0.006 -0.003 0.014
H -0.349 4.456 2.411 -0.022 -0.009 0.054
```
Forces are in eV/Å.

Summary:
charge: +2
ΔE to the lowest compared entry with this formula, charge and spin: 131.2 kJ/mol
2S+1: 3
<S²>: 2.042
highest occupied orbital energy (spin up / spin down): -14.502 / -14.735 eV
DFT total energy: -1639.8721 Ha

Population analysis type Löwdin, resulting atomic charges in e: 1.624 0.133 -0.794 0.713 0.003 -0.208 0.018 -0.128 0.007 -0.028 -0.010 0.029 -0.259 -0.297 0.111 0.129 0.156 0.132 0.126 0.129 0.138 0.184 -0.477 0.123 -0.125 0.078 0.038 0.064 -0.142 0.084 -0.363 0.266 -0.213 0.166 0.146 0.143 0.140 0.164

Entry 3:
This record from the Open Molecules 2025 dataset describes a structure of composition C3H3KO3 in a non-equilibrium geometry. The level of theory is ωB97M-V/def2-TZVPD.

Structure (XYZ):
```
10
Properties=species:S:1:pos:R:3:forces:R:3
O 1.643 1.915 0.952 0.398 -2.473 -0.214
K -1.236 -1.782 0.606 -0.091 -0.298 0.305
O 0.762 -0.170 1.453 0.823 -0.531 -0.599
C 1.327 0.796 1.117 -1.103 3.028 0.970
O 0.366 0.532 -1.580 -0.089 2.310 1.019
C -0.630 -0.305 -1.669 0.541 -0.734 -0.901
H -0.953 -0.347 -2.733 -0.518 0.663 0.177
C 0.300 1.968 -1.681 -0.114 -1.630 -0.732
H 1.231 2.426 -2.001 -0.372 -0.171 0.193
H -0.699 2.399 -1.593 0.526 -0.163 -0.218
```
Forces are in eV/Å.

Summary:
charge: +1
ΔE to the lowest compared entry with this formula, charge and spin: 350.8 kJ/mol
2S+1: 2
<S²>: 0.843
highest occupied orbital energy (spin up / spin down): -12.165 / -13.329 eV
DFT total energy: -941.4008 Ha

Population analysis type Löwdin, resulting atomic charges in e: 0.228 0.938 0.094 -0.367 -0.212 -0.023 0.050 0.111 0.091 0.091

Entry 4:
This record from the Open Molecules 2025 dataset describes an isolated molecule of C4H10O2 in a non-equilibrium geometry. The level of theory is ωB97M-V/def2-TZVPD.

Structure (XYZ):
```
16
Properties=species:S:1:pos:R:3:forces:R:3
C 1.826 0.889 0.261 0.309 -0.223 0.013
O 0.424 0.939 0.328 0.006 -0.422 0.047
C -0.234 -0.126 -0.307 -0.060 -0.734 -0.051
C 0.250 -1.706 0.169 -0.705 0.651 -0.192
C -1.747 0.294 -0.089 0.288 -0.760 0.146
O -2.114 1.561 -0.630 0.651 -0.342 -0.171
H 2.245 0.065 -0.320 -0.474 -0.258 -0.185
H 2.190 1.784 -0.264 0.139 0.055 0.892
H 2.117 0.676 1.294 0.809 0.779 -0.182
H -0.036 0.000 -1.390 -0.029 -0.569 0.231
H 1.308 -2.106 0.280 -0.720 1.699 -0.412
H -0.136 -2.406 -0.584 -0.331 0.354 0.110
H -0.183 -2.005 1.138 -0.259 0.439 -0.321
H -2.412 -0.405 -0.595 0.076 -0.185 0.144
H -1.973 0.307 0.988 0.212 -0.280 -0.151
H -1.526 2.241 -0.280 0.086 -0.205 0.083
```
Forces are in eV/Å.

Summary:
structure (SMILES): CO[C@@H](C)CO
ΔE to the lowest compared entry with this formula, charge and spin: 214.1 kJ/mol
2S+1: 1
highest occupied orbital energy: -9.832 eV
DFT total energy: -308.8166 Ha

Population analysis type Löwdin, resulting atomic charges in e: -0.108 -0.203 -0.298 -0.022 -0.207 -0.065 0.076 0.096 0.097 0.137 0.072 0.052 0.055 0.117 0.121 0.082

Entry 5:
This record from the Open Molecules 2025 dataset describes a cluster of 2 separate species, C4H11NO in total in a non-equilibrium geometry. The level of theory is ωB97M-V/def2-TZVPD.

Structure (XYZ):
```
17
Properties=species:S:1:pos:R:3:forces:R:3
C -1.298 0.393 -2.072 1.138 -0.342 0.581
C -1.098 -0.173 -0.669 -1.942 -0.225 0.090
C -2.277 -1.098 -0.217 0.801 2.513 -0.585
C -0.025 -0.020 0.091 0.681 0.290 -0.509
N 1.226 0.490 -0.406 -2.378 0.266 0.985
H -1.455 -0.450 -2.745 0.059 0.128 -0.321
H -2.134 1.087 -2.199 -0.083 -0.184 0.423
H -0.393 0.938 -2.348 -0.111 0.001 -0.327
H -3.065 -0.541 0.309 0.283 -0.140 0.241
H -2.719 -1.287 -1.190 -0.249 -1.296 0.234
H -1.861 -1.895 0.379 -0.475 -0.573 -0.155
H -0.059 -0.325 1.137 0.216 -0.156 -0.211
H 1.880 0.456 0.349 0.953 -0.289 -0.593
H 1.368 0.065 -1.304 1.117 -0.003 0.167
O 3.828 0.475 3.828 -0.120 0.039 -0.012
H 3.462 1.360 3.763 -0.145 0.088 0.095
H 4.620 0.524 3.292 0.256 -0.117 -0.102
```
Forces are in eV/Å.

Summary:
structure (SMILES): CC(C)=CN.O
ΔE to the lowest compared entry with this formula, charge and spin: 163.8 kJ/mol
2S+1: 1
highest occupied orbital energy: -7.810 eV
DFT total energy: -288.9546 Ha

Population analysis type Löwdin, resulting atomic charges in e: -0.074 -0.349 -0.061 -0.186 0.029 0.072 0.080 0.059 0.072 0.055 0.064 0.112 0.057 0.070 -0.057 0.030 0.027

Repeat the first record exactly.
This record from the Open Molecules 2025 dataset describes a cluster of 2 separate species, C3H9O2 in total. The level of theory is ωB97M-V/def2-TZVPD.

Structure (XYZ):
```
14
Properties=species:S:1:pos:R:3:forces:R:3
C 0.078 0.989 -0.343 0.284 -0.643 -0.286
O 1.035 -0.004 -0.416 -0.149 0.151 0.050
C 0.672 2.330 0.070 0.165 -0.379 0.097
H -0.730 0.738 0.380 0.001 0.067 0.050
H -0.447 1.082 -1.320 -0.040 0.307 0.090
H -0.131 3.062 0.192 0.201 0.276 0.014
H 1.437 2.655 -0.639 -0.236 0.141 -0.220
H 1.219 2.181 1.007 -0.240 0.103 0.146
C -0.710 -2.394 0.391 0.262 -0.090 -0.258
O -0.347 -1.967 -0.879 0.136 0.154 0.054
H -0.256 -1.775 1.178 -0.012 0.048 0.024
H -1.801 -2.375 0.543 -0.089 -0.031 0.032
H -0.370 -3.431 0.568 -0.114 -0.041 0.133
H 0.352 -1.093 -0.733 -0.168 -0.061 0.074
```
Forces are in eV/Å.

Summary:
charge: -1
ΔE to the lowest compared entry with this formula, charge and spin: 40.5 kJ/mol
2S+1: 1
highest occupied orbital energy: -3.461 eV
DFT total energy: -270.1703 Ha

Population analysis type Löwdin, resulting atomic charges in e: -0.498 -0.294 -0.141 0.087 0.092 0.049 0.053 0.056 -0.292 -0.260 0.060 0.048 0.047 -0.008

Q: Number 3 is which compound?
A: C3H3KO3